Computed, not measured: a structure of composition C3H4N2O3 at a distorted geometry, with ωB97M-V/def2-TZVPD.

The geometry in XYZ format:
```
12
Properties=species:S:1:pos:R:3:forces:R:3:mulliken_charge:R:1
O -0.4590 -1.2502 2.3159 0.826 -0.508 -0.250 -0.60
O 1.0126 1.1892 2.0923 -3.691 2.772 -1.750 -0.49
O -0.5463 -1.1630 0.0371 -0.640 -3.889 2.493 -0.37
N 0.4700 0.3500 0.9983 4.009 6.459 2.585 0.31
N -0.6849 -0.6354 -2.0512 -0.177 -1.108 -2.678 -0.47
C -0.1825 -0.3343 -0.8560 0.339 3.780 -2.092 0.55
C 0.3845 0.7686 -0.3476 0.402 -0.857 0.366 -0.72
C -0.0740 -0.7640 1.2789 -3.566 -2.047 2.060 0.46
H -0.1695 -0.3525 -2.9009 -0.543 -0.447 0.969 0.28
H 0.3125 2.2142 2.1919 2.778 -4.899 -0.717 0.37
H -0.9456 -1.6220 -1.9762 0.006 0.432 -1.013 0.27
H 0.8822 1.5994 -0.7825 0.256 0.311 0.026 0.41
```
Positions in Å, forces in eV/Å.

## Properties
Multiplicity: 1
E, eV: -12294.5001
LUMO energy, eV: 0.1
Energy above the lowest of the compared OMol25 structures with the same formula, charge and spin, kJ/mol: 433.7
HOMO-LUMO gap, eV: 8.04